[1]
A 7-piece molecular cluster, C9H33O10P overall, computed with wB97M-V/def2-TZVPD.

Values from the calculation:
Gap between HOMO and LUMO, eV: 10.049
Relative energy (zero: lowest compared OMol25 entry of this formula, charge and spin), kcal/mol: 0.0
Structure (SMILES): COP(=O)(OC)OC.CO.CO.CO.CO.CO.CO

```
! RIJCOSX wB97M-V def2-TZVPD def2/J DEFGRID3
* xyz 0 1
C 0.09198 -0.30898 1.48494
O 0.85082 0.66748 0.75680
H 0.26751 -1.27671 1.01138
H 0.46775 -0.33983 2.50465
H -0.96123 -0.02878 1.47602
H 0.38185 0.78688 -0.07596
C 1.00840 3.54519 1.87658
O 2.33808 3.46016 1.37653
H 0.91543 4.44960 2.47534
H 0.28426 3.48993 1.06433
H 0.82180 2.72171 2.57427
H 2.46887 2.54093 1.12063
C 3.36052 -0.42969 4.15437
O 4.44599 0.15522 4.84356
H 3.50735 -0.43042 3.07062
H 3.21025 -1.45017 4.51283
H 2.40469 0.08473 4.31108
H 4.18880 1.03286 5.13239
C -0.45689 -2.27196 5.10348
O -1.50187 -1.87671 4.23974
H 0.49907 -2.16279 4.59473
H -0.43014 -1.68479 6.03004
H -0.53222 -3.30386 5.46544
H -2.28544 -2.38990 4.44850
C 0.53433 -4.12121 0.72403
O -0.55398 -3.62931 -0.05033
H 0.37489 -4.00443 1.79661
H 0.68645 -5.19114 0.53410
H 1.45079 -3.62274 0.41393
H -1.33781 -3.65570 0.50266
C -2.87771 1.69326 -0.49451
O -4.05702 2.24400 -1.06829
H -2.97865 1.52217 0.58199
H -2.61594 0.73386 -0.94357
H -2.02318 2.35648 -0.64877
H -3.89166 3.18015 -1.19687
C -1.86060 2.65726 -4.13238
O -0.64808 2.02107 -4.52859
P -0.09874 0.87747 -3.57625
O 0.15150 1.26323 -2.20019
O -1.20233 -0.25207 -3.72291
C -0.87755 -1.65606 -3.77701
O 1.16933 0.37795 -4.34646
C 1.10287 -0.01566 -5.72406
H -2.14127 2.49059 -3.09291
H -2.68854 2.32006 -4.75889
H -1.76968 3.73418 -4.27758
H -0.78548 -1.95881 -4.81778
H -1.67578 -2.17776 -3.26275
H 0.06559 -1.87292 -3.27366
H 0.10404 0.16229 -6.13442
H 1.31483 -1.07782 -5.79769
H 1.78377 0.62148 -6.27976
*
```

Partial charges, natural (NBO), in e: number 1, C, carries -0.25; number 2, O, carries -0.76; number 3, H, carries 0.17; number 4, H, carries 0.17; number 5, H, carries 0.17; number 6, H, carries 0.49; number 7, C, carries -0.24; number 8, O, carries -0.74; number 9, H, carries 0.17; number 10, H, carries 0.16; number 11, H, carries 0.16; number 12, H, carries 0.48; number 13, C, carries -0.25; number 14, O, carries -0.72; number 15, H, carries 0.17; number 16, H, carries 0.17; number 17, H, carries 0.16; number 18, H, carries 0.47; number 19, C, carries -0.25; number 20, O, carries -0.72; number 21, H, carries 0.18; number 22, H, carries 0.16; number 23, H, carries 0.16; number 24, H, carries 0.47; number 25, C, carries -0.25; number 26, O, carries -0.73; number 27, H, carries 0.17; number 28, H, carries 0.16; number 29, H, carries 0.18; number 30, H, carries 0.47; number 31, C, carries -0.26; number 32, O, carries -0.73; number 33, H, carries 0.16; number 34, H, carries 0.18; number 35, H, carries 0.18; number 36, H, carries 0.47; number 37, C, carries -0.26; number 38, O, carries -0.81; number 39, P, carries 2.60; number 40, O, carries -1.12; number 41, O, carries -0.84; number 42, C, carries -0.25; number 43, O, carries -0.82; number 44, C, carries -0.25; number 45, H, carries 0.20; number 46, H, carries 0.19; number 47, H, carries 0.19; number 48, H, carries 0.18; number 49, H, carries 0.21; number 50, H, carries 0.20; number 51, H, carries 0.19; number 52, H, carries 0.19; number 53, H, carries 0.20

***

[2]
One molecule with the formula C5H7N, computed with wB97M-V/def2-TZVPD.

Values from the calculation:
Gap between HOMO and LUMO, eV: 10.325
Relative energy (zero: lowest compared OMol25 entry of this formula, charge and spin), kcal/mol: 113.4
Structure (SMILES): C#C[C@]1(C)CN1

```
! RIJCOSX wB97M-V def2-TZVPD def2/J DEFGRID3
* xyz 0 1
C -1.36505 -0.35236 -0.56737
C 0.07919 -0.22312 -0.08510
C 0.19244 -0.34377 1.36362
N 0.67458 -1.47093 0.34152
C 0.81450 0.86413 -0.73130
C 1.34206 1.81216 -1.25340
H -1.43630 -0.49460 -1.64636
H -1.89781 0.56949 -0.30437
H -1.84549 -1.19796 -0.06448
H 0.95535 0.31378 1.79164
H -0.67535 -0.57089 1.95602
H 1.24038 -1.43461 1.24189
H 1.82920 2.64171 -1.71699
*
```

Partial charges, natural (NBO), in e: number 1, C, carries -0.59; number 2, C, carries 0.00; number 3, C, carries -0.27; number 4, N, carries -0.64; number 5, C, carries -0.02; number 6, C, carries -0.22; number 7, H, carries 0.22; number 8, H, carries 0.22; number 9, H, carries 0.22; number 10, H, carries 0.21; number 11, H, carries 0.21; number 12, H, carries 0.42; number 13, H, carries 0.24

***

Number 1: HOMO -9.6 eV, strongest force on any atom 0.020 Eh/bohr. Number 2: HOMO -9.3 eV, strongest force on any atom 0.045 Eh/bohr.